{"formula": "C17H45N3O5", "method": "ωB97M-V with the def2-TZVPD basis set", "elements": ["O", "H", "H", "H", "O", "H", "C", "C", "C", "O", "C", "N", "H", "H", "H", "H", "H", "H", "H", "H", "H", "H", "H", "C", "C", "C", "O", "C", "N", "H", "H", "H", "H", "H", "H", "H", "H", "H", "H", "H", "C", "C", "C", "C", "C", "C", "N", "O", "C", "C", "C", "H", "H", "H", "H", "H", "H", "H", "H", "H", "H", "H", "H", "H", "H", "H", "H", "H", "H", "H"], "positions_angstrom": [[0.604, -1.446, 4.587], [-0.099, -2.061, 4.850], [1.438, -1.809, 4.931], [0.636, -1.230, 3.573], [0.591, -0.966, 2.058], [0.005, -0.274, 1.738], [-0.091, -1.497, -3.276], [-0.734, -1.611, -1.872], [-1.562, -2.894, -1.667], [-2.745, -2.785, -2.439], [-3.801, -3.655, -2.037], [0.398, -1.636, -0.968], [0.836, -0.923, -3.275], [-0.700, -0.936, -3.988], [0.083, -2.505, -3.654], [-1.435, -0.766, -1.884], [-1.879, -2.848, -0.614], [-1.092, -3.871, -1.803], [-3.521, -4.712, -2.022], [-4.634, -3.497, -2.715], [-4.023, -3.386, -1.000], [1.137, -0.963, -1.133], [0.049, -1.514, -0.023], [-4.425, -1.334, 2.408], [-2.989, -0.904, 2.199], [-2.635, 0.345, 3.035], [-3.413, 1.453, 2.665], [-2.858, 2.626, 3.230], [-2.124, -2.030, 2.610], [-4.526, -1.551, 3.475], [-4.783, -2.201, 1.851], [-5.179, -0.594, 2.128], [-2.735, -0.675, 1.162], [-1.577, 0.541, 2.832], [-2.762, 0.009, 4.073], [-2.704, 2.622, 4.311], [-3.486, 3.480, 2.974], [-1.897, 2.863, 2.761], [-2.177, -2.072, 3.628], [-1.134, -1.803, 2.446], [2.002, 3.325, 0.066], [1.392, 2.081, -0.624], [1.017, 2.364, -2.074], [2.208, 2.452, -3.040], [3.062, 1.221, -2.889], [3.431, 0.735, -1.467], [2.239, 0.875, -0.591], [2.564, 0.500, 0.750], [3.806, -0.763, -1.494], [4.610, 1.611, -0.998], [0.070, 1.788, 0.081], [2.723, 3.811, -0.593], [2.499, 3.016, 0.985], [1.243, 4.078, 0.281], [0.350, 1.545, -2.363], [0.379, 3.239, -2.219], [2.688, 3.404, -2.796], [1.749, 2.635, -4.013], [3.984, 1.541, -3.392], [2.764, 0.424, -3.574], [2.898, -1.323, -1.713], [4.520, -1.035, -2.271], [4.122, -0.998, -0.479], [5.486, 1.193, -1.497], [4.523, 2.677, -1.205], [4.710, 1.579, 0.088], [0.208, 1.500, 1.127], [-0.449, 0.908, -0.310], [-0.622, 2.629, 0.048], [1.766, -0.003, 1.025]], "homo_ev": -7.64, "charge": 0}

***

{"formula": "C17H46O16S6", "method": "ωB97M-V with the def2-TZVPD basis set", "elements": ["O", "S", "O", "O", "C", "C", "C", "H", "H", "H", "H", "H", "H", "H", "H", "O", "S", "O", "O", "C", "C", "C", "H", "H", "H", "H", "H", "H", "H", "H", "O", "S", "O", "O", "C", "C", "C", "H", "H", "H", "H", "H", "H", "H", "H", "O", "S", "O", "O", "C", "C", "C", "H", "H", "H", "H", "H", "H", "H", "H", "O", "S", "O", "O", "C", "C", "C", "H", "H", "H", "H", "H", "H", "H", "H", "C", "S", "O", "C", "H", "H", "H", "H", "H", "H"], "positions_angstrom": [[2.391, -0.246, -2.050], [1.698, -1.122, -3.015], [2.420, -1.681, -4.183], [1.111, -2.387, -2.096], [0.503, -3.504, -2.749], [0.334, -4.635, -1.687], [0.092, -0.353, -3.525], [1.068, -3.855, -3.613], [-0.451, -3.183, -3.167], [-0.146, -5.546, -2.044], [-0.273, -4.214, -0.885], [1.280, -5.018, -1.306], [-0.607, 0.014, -2.773], [-0.381, -1.180, -4.054], [0.339, 0.424, -4.249], [-3.618, 5.323, -1.250], [-3.864, 4.543, -2.465], [-4.705, 5.127, -3.522], [-2.346, 4.127, -3.091], [-1.443, 3.462, -2.293], [-0.264, 3.088, -3.205], [-4.546, 2.935, -1.956], [-1.929, 2.585, -1.867], [-1.210, 4.079, -1.426], [-0.726, 2.681, -4.104], [0.406, 2.384, -2.710], [0.263, 3.943, -3.629], [-4.534, 2.209, -2.769], [-5.612, 2.909, -1.731], [-4.176, 2.607, -0.984], [3.115, -1.538, 2.186], [3.246, -2.939, 1.858], [4.036, -3.839, 2.674], [1.717, -3.548, 1.704], [1.271, -4.415, 2.720], [-0.226, -4.520, 2.641], [3.787, -2.965, 0.076], [1.556, -3.969, 3.674], [1.792, -5.373, 2.716], [-0.398, -5.548, 2.959], [-0.635, -4.385, 1.640], [-0.802, -3.898, 3.327], [4.876, -2.989, 0.132], [3.401, -2.095, -0.455], [3.332, -3.821, -0.423], [-3.051, -4.688, 0.264], [-3.845, -3.500, -0.088], [-5.229, -3.643, -0.474], [-3.786, -2.377, 1.128], [-4.762, -1.386, 1.096], [-4.546, -0.540, 2.369], [-2.919, -2.600, -1.430], [-5.731, -1.794, 0.806], [-4.426, -0.743, 0.282], [-5.532, -0.232, 2.716], [-3.764, 0.216, 2.296], [-4.254, -1.220, 3.169], [-1.863, -2.666, -1.167], [-3.446, -1.655, -1.563], [-3.119, -3.234, -2.293], [2.044, 5.890, 2.478], [2.688, 4.553, 2.565], [2.587, 3.619, 1.475], [4.316, 4.621, 2.967], [5.142, 5.410, 2.073], [5.770, 4.614, 0.915], [2.045, 3.671, 4.138], [5.984, 5.817, 2.632], [4.437, 6.112, 1.626], [6.163, 5.288, 0.155], [5.050, 4.006, 0.368], [6.473, 3.870, 1.290], [2.270, 2.619, 3.963], [0.971, 3.813, 4.253], [2.502, 4.097, 5.031], [0.608, 1.551, 0.611], [-0.951, 0.630, 0.987], [-1.732, 0.425, -0.350], [-0.093, -1.069, 1.192], [1.348, 1.172, 1.316], [0.418, 2.618, 0.730], [1.050, 1.331, -0.361], [0.332, -1.462, 0.269], [-0.893, -1.743, 1.501], [0.602, -1.066, 2.032]], "homo_ev": -9.57, "charge": 0}

***

{"formula": "C17H46O17S5Ti2", "method": "ωB97M-V with the def2-TZVPD basis set", "elements": ["Ti", "Ti", "C", "O", "H", "H", "H", "C", "O", "H", "H", "H", "O", "S", "O", "O", "C", "C", "C", "H", "H", "H", "H", "H", "H", "H", "H", "O", "S", "O", "O", "C", "C", "C", "H", "H", "H", "H", "H", "H", "H", "H", "O", "S", "O", "O", "C", "C", "C", "H", "H", "H", "H", "H", "H", "H", "H", "O", "S", "O", "O", "C", "C", "C", "H", "H", "H", "H", "H", "H", "H", "H", "O", "S", "O", "O", "C", "C", "C", "H", "H", "H", "H", "H", "H", "H", "H"], "positions_angstrom": [[-2.080, 2.293, 2.960], [-1.070, 1.035, 0.497], [-4.311, 0.530, 1.703], [-2.982, 0.912, 1.665], [-5.034, 1.161, 2.270], [-4.655, 0.413, 0.699], [-4.467, -0.522, 2.155], [0.495, 3.131, 2.419], [-0.651, 2.929, 1.601], [0.236, 3.231, 3.486], [1.243, 2.337, 2.328], [0.987, 4.074, 2.118], [0.863, -1.893, -0.352], [-0.519, -2.080, -0.427], [-1.412, -1.089, 0.036], [-0.753, -2.496, -1.938], [-2.156, -2.476, -2.393], [-2.258, -2.656, -3.878], [-1.032, -3.421, 0.465], [-2.598, -1.548, -2.010], [-2.681, -3.308, -1.895], [-3.319, -2.706, -4.082], [-1.812, -3.579, -4.204], [-1.797, -1.841, -4.501], [-0.865, -3.107, 1.486], [-0.491, -4.304, 0.132], [-2.137, -3.536, 0.263], [4.433, -2.442, -2.093], [4.534, -2.502, -3.533], [5.379, -3.464, -4.124], [3.118, -2.757, -4.235], [1.951, -2.160, -3.575], [1.561, -0.899, -4.192], [5.114, -0.996, -4.154], [2.178, -2.023, -2.534], [1.111, -2.839, -3.527], [2.186, -0.019, -3.943], [0.531, -0.670, -3.867], [1.532, -0.913, -5.267], [4.898, -0.975, -5.202], [6.131, -0.798, -4.019], [4.612, -0.204, -3.593], [-1.588, 0.271, 4.260], [-1.449, -1.096, 4.653], [-1.691, -2.112, 3.671], [-0.064, -1.246, 5.357], [1.123, -0.657, 4.855], [2.179, -1.744, 4.636], [-2.480, -1.315, 5.973], [1.552, -0.079, 5.675], [0.970, -0.065, 3.899], [3.142, -1.215, 4.756], [2.212, -2.243, 3.686], [2.138, -2.530, 5.404], [-2.188, -0.597, 6.782], [-2.371, -2.309, 6.425], [-3.509, -1.187, 5.649], [-3.055, 6.067, -1.910], [-3.655, 4.873, -1.385], [-5.108, 4.809, -1.379], [-3.149, 3.716, -2.312], [-3.801, 2.459, -2.172], [-3.194, 1.495, -3.160], [-3.055, 4.579, 0.178], [-4.835, 2.581, -2.374], [-3.588, 2.097, -1.172], [-3.446, 1.834, -4.190], [-3.558, 0.469, -2.981], [-2.088, 1.523, -3.030], [-3.458, 5.361, 0.823], [-1.973, 4.665, 0.142], [-3.271, 3.621, 0.656], [2.825, 0.062, -1.273], [2.333, 1.063, -0.376], [0.973, 0.972, 0.059], [3.275, 1.089, 0.859], [3.431, -0.245, 1.515], [4.804, -0.911, 1.253], [2.524, 2.859, -0.862], [2.618, -0.964, 1.251], [3.279, 0.009, 2.544], [5.657, -0.331, 1.669], [4.990, -1.078, 0.175], [4.794, -1.921, 1.753], [1.894, 3.144, -1.689], [3.535, 3.086, -1.145], [2.316, 3.316, 0.106]], "homo_ev": [-4.08, -9.09], "s2": 12.00, "spin_multiplicity": 7, "charge": 0}

***

Number 1: calculated total energy -1215.00675 hartree. Number 2: calculated total energy -4268.08576 hartree. Number 3: calculated total energy -5644.02520 hartree.